Entry 1:
The following is a DFT calculation (the ωB97M-V functional and the def2-TZVPD basis) of a 2-piece molecular cluster, C33H27N2O overall in a non-equilibrium geometry.

Last columns: bonded neighbours and bond lengths (Å).
CARTESIAN COORDINATES (ANGSTROEM)
1 C 6.3542 1.9508 3.1321  C2 1.488, H22 1.090, H23 1.090, H24 1.090
2 C 4.9496 1.4686 3.0367  C1 1.488, C3 1.389, C21 1.391
3 C 4.6599 0.1392 3.3164  C2 1.389, C4 1.372, H25 1.075
4 C 3.3719 -0.3317 3.2742  C3 1.372, C5 1.407, H26 1.077
5 C 2.3011 0.5181 2.9432  C4 1.407, C6 1.420, C20 1.408
6 C 0.9906 -0.0295 2.9482  C5 1.420, C7 1.408, H27 1.076
7 C -0.2652 0.5995 2.8450  C6 1.408, C8 1.416, C19 1.414
8 C -0.4852 1.9912 2.9831  C7 1.416, C9 1.367, H28 1.073
9 C -1.7293 2.5328 2.8137  C8 1.367, C10 1.406, H29 1.077
10 C -2.8391 1.7205 2.5234  C9 1.406, O11 1.418, C18 1.407
11 O -4.1176 2.2702 2.2540  C10 1.418, C12 1.424
12 C -4.4259 2.5950 0.9026  O11 1.424, C13 1.398, C17 1.398
13 C -5.2775 1.7812 0.1497  C12 1.398, C14 1.375, H30 1.077
14 C -5.5455 2.0838 -1.1650  C13 1.375, C15 1.382, H31 1.077
15 C -4.9859 3.2029 -1.7515  C14 1.382, C16 1.382, H32 1.077
16 C -4.1469 4.0194 -1.0174  C15 1.382, C17 1.375, H33 1.077
17 C -3.8639 3.7215 0.2951  C12 1.398, C16 1.375, H34 1.077
18 C -2.6410 0.3289 2.4594  C10 1.407, C19 1.362, H35 1.075
19 C -1.4012 -0.2124 2.6188  C7 1.414, C18 1.362, H36 1.077
20 C 2.6147 1.8428 2.5821  C5 1.408, C21 1.375, H37 1.074
21 C 3.9075 2.3060 2.6515  C2 1.391, C20 1.375, H38 1.076
22 H 6.4124 3.0378 3.0815  C1 1.090
23 H 6.7971 1.6392 4.0781  C1 1.090
24 H 6.9665 1.5417 2.3282  C1 1.090
25 H 5.4664 -0.5245 3.5708  C3 1.075
26 H 3.1655 -1.3614 3.5115  C4 1.077
27 H 0.9488 -1.0980 3.0720  C6 1.076
28 H 0.3179 2.6197 3.3158  C8 1.073
29 H -1.8768 3.5968 2.8871  C9 1.077
30 H -5.7089 0.9122 0.6174  C13 1.077
31 H -6.2120 1.4591 -1.7350  C14 1.077
32 H -5.2015 3.4381 -2.7804  C15 1.077
33 H -3.7363 4.9082 -1.4660  C16 1.077
34 H -3.2159 4.3539 0.8782  C17 1.077
35 H -3.4893 -0.2987 2.2533  C18 1.075
36 H -1.2651 -1.2790 2.5617  C19 1.077
37 H 1.8517 2.4795 2.1743  C20 1.074
38 H 4.1209 3.3298 2.3976  C21 1.076
39 C 0.7477 -1.3598 6.1357  N40 1.336, C42 1.450, C48 1.451
40 N 0.8115 -0.1277 6.6472  C39 1.336, N41 1.163
41 N 0.8713 0.9315 7.1241  N40 1.163
42 C 2.0164 -2.0599 6.0754  C39 1.450, C43 1.407, C47 1.406
43 C 2.2695 -3.2658 5.3967  C42 1.407, C44 1.376, H54 1.072
44 C 3.4950 -3.8834 5.4942  C43 1.376, C45 1.383, H55 1.077
45 C 4.5007 -3.3417 6.2733  C44 1.383, C46 1.382, H56 1.079
46 C 4.2767 -2.1562 6.9468  C45 1.382, C47 1.372, H57 1.076
47 C 3.0683 -1.5162 6.8331  C42 1.406, C46 1.372, H58 1.078
48 C -0.5797 -1.9451 6.1104  C39 1.451, C49 1.407, C53 1.406
49 C -0.9606 -3.1075 5.4158  C48 1.407, C50 1.376, H59 1.073
50 C -2.2276 -3.6258 5.5539  C49 1.376, C51 1.383, H60 1.077
51 C -3.1528 -3.0211 6.3849  C50 1.383, C52 1.382, H61 1.079
52 C -2.8046 -1.8730 7.0703  C51 1.382, C53 1.372, H62 1.077
53 C -1.5519 -1.3329 6.9208  C48 1.406, C52 1.372, H63 1.078
54 H 1.5181 -3.7145 4.7769  C43 1.072
55 H 3.6684 -4.8157 4.9827  C44 1.077
56 H 5.4474 -3.8494 6.3739  C45 1.079
57 H 5.0360 -1.7547 7.5955  C46 1.076
58 H 2.8773 -0.6032 7.3732  C47 1.078
59 H -0.2782 -3.5927 4.7454  C49 1.073
60 H -2.4980 -4.5288 5.0323  C50 1.077
61 H -4.1342 -3.4504 6.5136  C51 1.079
62 H -3.5032 -1.4236 7.7552  C52 1.077
63 H -1.2642 -0.4516 7.4708  C53 1.078

- net charge = +1
- largest force on an atom (hartree/bohr) = 0.079
- HOMO-LUMO gap (eV) = 4.60
- highest occupied orbital energy (eV) = -9.99

---

Entry 2:
The following is a DFT calculation (the ωB97M-V functional and the def2-TZVPD basis) of a 11-piece molecular cluster, C58H58N8O6 overall in a non-equilibrium geometry.

Last columns: bonded neighbours and bond lengths (Å).
CARTESIAN COORDINATES (ANGSTROEM)
1 O -0.0260 2.5741 0.2424  C2 1.351, H9 0.984
2 C -0.0940 1.2471 -0.0026  O1 1.351, C3 1.396, C8 1.385
3 C 1.0010 0.3861 -0.0936  C2 1.396, C4 1.458, H10 1.144
4 C 0.8610 -1.0499 -0.3006  C3 1.458, C5 1.414, H11 1.108
5 C -0.4230 -1.5319 -0.6436  C4 1.414, O6 1.315, C7 1.435
6 O -0.7250 -2.7169 -1.1266  C5 1.315, H12 1.010
7 C -1.5340 -0.6449 -0.4516  C5 1.435, C8 1.395, H13 1.099
8 C -1.3580 0.7171 -0.2046  C2 1.385, C7 1.395, H14 1.129
9 H -0.8040 3.0801 0.5684  O1 0.984
10 H 2.0280 0.8231 0.1584  C3 1.144
11 H 1.7620 -1.6949 -0.3046  C4 1.108
12 H -1.4250 -3.1189 -0.5196  O6 1.010
13 H -2.5930 -0.9129 -0.3336  C7 1.099
14 H -2.3130 1.3131 -0.1166  C8 1.129
15 O -4.3190 -6.2279 -1.1276  C16 1.346, H23 0.953
16 C -3.8050 -5.5389 -0.0916  O15 1.346, C17 1.461, C22 1.405
17 C -4.2980 -4.1719 0.0574  C16 1.461, C18 1.517, H24 1.020
18 C -3.7430 -3.2709 1.1444  C17 1.517, C19 1.429, H25 1.130
19 C -2.5920 -3.7319 1.8554  C18 1.429, O20 1.390, C21 1.321
20 O -1.9910 -2.8379 2.7334  C19 1.390, H26 1.009
21 C -2.0520 -4.9269 1.6994  C19 1.321, C22 1.515, H27 1.029
22 C -2.6220 -5.8169 0.6134  C16 1.405, C21 1.515, H28 1.176
23 H -3.8050 -7.0299 -1.1546  O15 0.953
24 H -5.1730 -4.0559 -0.4546  C17 1.020
25 H -4.2970 -2.2949 1.2804  C18 1.130
26 H -1.8400 -3.4039 3.5554  O20 1.009
27 H -1.1570 -5.2809 2.0634  C21 1.029
28 H -1.9280 -6.7629 0.6964  C22 1.176
29 O 6.8260 4.4051 -4.4276  C30 1.317, H37 0.888
30 C 5.8620 4.4441 -3.5306  O29 1.317, C31 1.388, C36 1.342
31 C 5.1780 5.6271 -3.2876  C30 1.388, C32 1.483, H38 1.210
32 C 4.0060 5.7381 -2.3856  C31 1.483, C33 1.483, H39 1.235
33 C 3.5790 4.4661 -1.7536  C32 1.483, O34 1.330, C35 1.363
34 O 2.4860 4.4121 -0.9986  C33 1.330, H40 0.936
35 C 4.3960 3.3791 -1.8406  C33 1.363, C36 1.530, H41 1.243
36 C 5.5420 3.3311 -2.8526  C30 1.342, C35 1.530, H42 1.006
37 H 6.7730 5.0931 -4.9866  O29 0.888
38 H 5.3050 6.7441 -3.7346  C31 1.210
39 H 3.2600 6.7221 -2.4016  C32 1.235
40 H 2.2760 3.5111 -0.8546  O34 0.936
41 H 4.3500 2.3041 -1.2186  C35 1.243
42 H 6.1780 2.5551 -2.7776  C36 1.006
43 C 2.6560 -1.1529 3.1124  C44 1.397, C48 1.401, H49 1.066
44 C 3.7590 -1.5579 3.8684  C43 1.397, C45 1.455, H50 1.206
45 C 3.6880 -2.8499 4.5344  C44 1.455, N46 1.423, H51 1.094
46 N 2.4740 -3.5919 4.5454  C45 1.423, C47 1.318
47 C 1.4650 -3.0809 3.8684  N46 1.318, C48 1.371, H52 1.047
48 C 1.5270 -1.9799 3.0544  C43 1.401, C47 1.371, H53 1.202
49 H 2.5000 -0.1939 2.6744  C43 1.066
50 H 4.5840 -0.7139 4.1154  C44 1.206
51 H 4.5810 -3.1969 5.0634  C45 1.094
52 H 0.6440 -3.7229 3.7694  C47 1.047
53 H 0.5660 -1.6559 2.4084  C48 1.202
54 C -5.1140 2.4641 -1.4066  C55 1.415, C59 1.333, H60 0.965
55 C -4.2550 2.6381 -2.5176  C54 1.415, C56 1.469, H61 1.156
56 C -4.5180 3.7741 -3.4116  C55 1.469, N57 1.338, H62 1.060
57 N -5.7150 4.3711 -3.3916  C56 1.338, C58 1.355
58 C -6.5840 4.1141 -2.3836  N57 1.355, C59 1.455, H63 1.198
59 C -6.2370 3.1781 -1.3256  C54 1.333, C58 1.455, H64 1.186
60 H -4.6820 1.8321 -0.8196  C54 0.965
61 H -3.3920 1.8691 -2.5206  C55 1.156
62 H -3.7130 3.9001 -4.0896  C56 1.060
63 H -7.6380 4.6621 -2.5416  C58 1.198
64 H -7.0590 2.9711 -0.4956  C59 1.186
65 C 4.3020 4.6311 2.6774  C66 1.464, C70 1.301, H71 1.134
66 C 2.9070 4.4051 2.2954  C65 1.464, C67 1.428, H72 0.867
67 C 2.5680 3.0271 2.1374  C66 1.428, N68 1.318, H73 0.988
68 N 3.3780 2.0081 2.3444  C67 1.318, C69 1.335
69 C 4.6350 2.3641 2.6214  N68 1.335, C70 1.359, H74 1.120
70 C 5.1270 3.6261 2.7324  C65 1.301, C69 1.359, H75 1.005
71 H 4.6910 5.6711 2.9094  C65 1.134
72 H 2.3910 5.1011 2.2594  C66 0.867
73 H 1.6470 3.0181 1.7794  C67 0.988
74 H 5.4390 1.5981 2.7674  C69 1.120
75 H 6.1090 3.6741 2.9424  C70 1.005
76 C 0.0160 2.1581 6.0884  C77 1.447, C81 1.419, H82 1.151
77 C 0.6340 1.6221 4.8954  C76 1.447, C78 1.375, H83 1.139
78 C -0.1300 1.4311 3.7684  C77 1.375, N79 1.346, H84 1.080
79 N -1.4060 1.8601 3.7544  C78 1.346, C80 1.346
80 C -2.0400 2.2941 4.8594  N79 1.346, C81 1.391, H85 1.097
81 C -1.3360 2.5831 6.0234  C76 1.419, C80 1.391, H86 1.040
82 H 0.6300 2.1641 7.0624  C76 1.151
83 H 1.6860 1.3471 5.2344  C77 1.139
84 H 0.2100 1.0851 2.8034  C78 1.080
85 H -3.1200 2.4311 4.9944  C80 1.097
86 H -1.8600 3.0141 6.8114  C81 1.040
87 C 3.9610 -4.1429 0.9514  C88 1.443, C92 1.425, H93 1.151
88 C 3.9730 -4.0939 -0.4906  C87 1.443, C89 1.332, H94 1.109
89 C 5.1130 -4.2729 -1.1556  C88 1.332, N90 1.427, H95 1.163
90 N 6.2630 -4.8189 -0.5116  C89 1.427, C91 1.325
91 C 6.2940 -4.9149 0.8094  N90 1.325, C92 1.435, H96 1.004
92 C 5.1730 -4.5059 1.6064  C87 1.425, C91 1.435, H97 1.149
93 H 2.9940 -4.0839 1.5734  C87 1.151
94 H 3.0120 -3.7949 -0.9566  C88 1.109
95 H 4.9650 -4.0859 -2.2936  C89 1.163
96 H 6.9890 -5.4909 1.2494  C91 1.004
97 H 5.1860 -4.4089 2.7514  C92 1.149
98 C -4.7840 -0.6499 -4.2356  C99 1.455, C103 1.425, H104 0.909
99 C -3.6790 -1.2739 -3.5236  C98 1.455, C100 1.365, H105 1.023
100 C -2.4310 -0.7449 -3.6866  C99 1.365, N101 1.337, H106 1.232
101 N -2.1020 0.2511 -4.5156  C100 1.337, C102 1.290
102 C -3.0400 0.7901 -5.2186  N101 1.290, C103 1.411, H107 1.176
103 C -4.3990 0.4401 -5.0696  C98 1.425, C102 1.411, H108 1.128
104 H -5.5310 -1.1599 -4.1456  C98 0.909
105 H -3.8630 -2.1749 -3.0756  C99 1.023
106 H -1.4920 -1.3459 -3.1626  C100 1.232
107 H -2.5660 1.4721 -6.0506  C102 1.176
108 H -5.1730 1.0361 -5.6336  C103 1.128
109 C -0.7000 5.7141 0.1944  C110 1.395, C114 1.505, H115 1.108
110 C -1.6250 5.8561 -0.8406  C109 1.395, C111 1.356, H116 1.182
111 C -2.8590 5.2991 -0.7576  C110 1.356, N112 1.397, H117 1.043
112 N -3.4070 4.8621 0.4514  C111 1.397, C113 1.383
113 C -2.5520 4.6841 1.5234  N112 1.383, C114 1.422, H118 1.057
114 C -1.1880 5.0821 1.4704  C109 1.505, C113 1.422, H119 1.132
115 H 0.3570 6.0461 0.1614  C109 1.108
116 H -1.3290 6.3111 -1.8906  C110 1.182
117 H -3.6260 5.4781 -1.4406  C111 1.043
118 H -2.7960 4.3171 2.4844  C113 1.057
119 H -0.5750 5.1111 2.4214  C114 1.132
120 C -1.0970 -7.6419 -2.0546  C121 1.390, C125 1.485, H126 0.985
121 C -0.7690 -6.2939 -1.9676  C120 1.390, C122 1.477, H127 1.087
122 C -1.3370 -5.4799 -3.0616  C121 1.477, N123 1.273, H128 1.064
123 N -2.1330 -5.8109 -3.9986  C122 1.273, C124 1.461
124 C -2.5750 -7.2029 -3.9746  N123 1.461, C125 1.359, H129 1.182
125 C -2.0060 -8.1059 -3.1336  C120 1.485, C124 1.359, H130 1.042
126 H -0.6090 -8.2639 -1.4676  C120 0.985
127 H -0.1490 -5.8599 -1.1876  C121 1.087
128 H -0.9580 -4.4889 -2.9796  C122 1.064
129 H -3.4860 -7.5609 -4.6366  C124 1.182
130 H -2.2110 -9.1269 -3.1016  C125 1.042

- SMILES = Oc1ccc(O)cc1.Oc1ccc(O)cc1.Oc1ccc(O)cc1.c1ccncc1.c1ccncc1.c1ccncc1.c1ccncc1.c1ccncc1.c1ccncc1.c1ccncc1.c1ccncc1
- largest force on an atom (hartree/bohr) = 0.349
- HOMO-LUMO gap (eV) = 8.34
- highest occupied orbital energy (eV) = -8.14

---

Entry 3:
The following is a DFT calculation (the ωB97M-V functional and the def2-TZVPD basis) of one molecule with the formula C5H7NO.

Last columns: bonded neighbours and bond lengths (Å).
CARTESIAN COORDINATES (ANGSTROEM)
1 C 1.3973 -0.4742 0.9905  C2 1.501, H8 1.096, H9 1.096, H10 1.094
2 C 0.5715 -1.2036 -0.0287  C1 1.501, C3 1.333, H11 1.090
3 C -0.6547 -0.8850 -0.4446  C2 1.333, C4 1.509, H12 1.088
4 C -1.4599 0.2910 0.0523  C3 1.509, N5 1.452, H13 1.095, H14 1.093
5 N -1.2163 1.5102 -0.6975  C4 1.452, C6 1.206
6 C -0.2613 2.0158 -1.2321  N5 1.206, O7 1.176
7 O 0.5906 2.6070 -1.7874  C6 1.176
8 H 1.6547 -1.1324 1.8286  C1 1.096
9 H 2.3415 -0.1419 0.5433  C1 1.096
10 H 0.8936 0.4096 1.3927  C1 1.094
11 H 1.0473 -2.0749 -0.4789  C2 1.090
12 H -1.1203 -1.4879 -1.2221  C3 1.088
13 H -1.2554 0.4916 1.1096  C4 1.095
14 H -2.5286 0.0748 -0.0259  C4 1.093

- SMILES = C/C=C\CN=C=O
- largest force on an atom (hartree/bohr) = 0.015
- HOMO-LUMO gap (eV) = 10.66
- highest occupied orbital energy (eV) = -9.82

---

In eV, the E values for the records above are, in order, -39678.0323, -85274.7140, -8835.4142.
In kJ/mol, the energy above the lowest of the compared OMol25 structures with the same formula, charge and spin values for the records above are, in order, 146.1, 128.9, 76.1.